# 1
C4H17NO7 | ωB97M-V/def2-TZVPD

Summary:
- Multiplicity: 1
- Maximum force: 7.8 eV Å⁻¹
- SMILES: C[C@@H](C=O)NC=O.O.O.O.O.O

Each line ends with the Mulliken charge.
CARTESIAN COORDINATES (ANGSTROEM)
C  -0.5363  -2.0363  1.8096  -1.16
C  0.2779  -1.5736  0.5855  0.32
C  -0.2862  -2.2899  -0.6850  -0.35
O  -1.1954  -1.8067  -1.3083  -0.50
N  0.2467  -0.1651  0.3506  0.59
C  0.6740  0.7159  1.3049  -0.41
O  0.3229  1.8401  1.2923  -0.57
H  -1.5264  -2.5756  1.6134  0.31
H  -1.0569  -1.2257  2.3526  0.16
H  -0.0143  -2.6101  2.5042  0.37
H  1.3055  -1.9035  0.7514  0.54
H  0.0727  -3.2098  -1.0631  0.47
H  -0.6487  0.2198  -0.1244  -0.04
H  1.4828  0.2440  1.7987  0.49
O  -1.7534  1.3533  2.8779  -0.59
H  -1.5652  2.1760  2.4337  0.33
H  -1.7167  0.8693  2.1676  0.26
O  -1.9824  1.0783  -1.3697  -0.61
H  -2.1530  0.2629  -1.8294  0.30
H  -2.5984  1.1890  -0.7358  0.23
O  1.9257  -1.4142  -1.2619  -0.53
H  2.6012  -1.6202  -1.7660  0.26
H  1.7512  -0.4600  -1.3381  0.17
O  2.5054  1.7670  -1.3371  -0.66
H  1.7607  2.2916  -1.8031  0.43
H  2.6669  0.9324  -1.8300  0.26
O  0.1047  2.7987  -1.9874  -0.71
H  -0.5763  2.1492  -2.3483  0.35
H  -0.0886  3.0034  -1.0549  0.32

=====

# 2
C4H17O5S | ωB97M-V/def2-TZVPD

Summary:
- Multiplicity: 1
- Maximum force: 2.9 eV Å⁻¹
- Charge: -1

Each line ends with the Mulliken charge.
CARTESIAN COORDINATES (ANGSTROEM)
C  0.3350  1.4437  -1.0721  -0.40
O  0.2406  0.0676  -1.0131  -0.70
C  0.5770  1.8909  0.3549  -0.68
C  -0.7188  1.8679  1.3143  -0.38
C  -1.1910  0.5131  1.6880  -0.48
S  -2.9347  -0.0418  1.6879  -0.27
H  -0.6116  1.7141  -1.5821  0.25
H  1.2335  1.7847  -1.6389  0.17
H  1.3995  1.2931  0.7245  0.18
H  0.9138  2.9813  0.3382  0.37
H  -0.5400  2.5340  2.2329  0.31
H  -1.3978  2.4005  0.6402  0.24
H  -0.9712  0.2891  2.7004  0.31
H  -0.6529  -0.2227  1.1035  0.16
H  -3.1462  0.2288  0.3384  0.11
H  1.7128  -1.6954  1.2572  0.38
H  1.6090  -0.6077  2.3462  0.30
O  1.7668  -1.5381  2.1987  -0.69
H  -1.1791  -0.7198  -1.6214  0.46
H  -1.4748  -2.0502  -2.2552  0.26
O  -1.9475  -1.3747  -1.8162  -0.72
H  0.1476  -3.2293  0.1107  0.31
H  0.1277  -2.1062  -1.0548  0.25
O  0.5452  -2.8750  -0.6811  -0.65
H  1.9034  -0.7372  -1.3511  0.30
H  1.8674  -0.7382  -2.8604  0.31
O  2.3861  -1.0724  -2.0897  -0.70

=====

Number 1: HOMO level -9.88 eV, lowest unoccupied orbital energy 0.32 eV, total energy -743.965289 Eh. Number 2: HOMO level -4.33 eV, lowest unoccupied orbital energy 3.21 eV, total energy -936.996984 Eh.